1.
The following is a DFT calculation (ωB97M-V/def2-TZVPD) of a molecular structure, C44H38Cl2Ge2IO2PRe.

Results
- E_HOMO (spin up / spin down) (eV) = -15.6106 / -15.6106
- gap between HOMO and LUMO (spin up / spin down) (eV) = 4.5 / 4.5
- net charge = +3

Last column: Löwdin charge in e.
Positions of all 91 atoms, in Å:
Re (-0.19981, 0.02377, 0.07634)  0.71
Cl (-0.67906, -6.98660, -1.87362)  0.80
C (-0.40897, -5.47931, -1.12995)  -0.64
C (-0.32255, -5.38804, 0.27052)  -0.06
C (-0.16245, -4.16879, 0.88320)  -0.56
Cl (-0.04014, -4.07505, 2.59171)  0.80
C (-0.09899, -2.94813, 0.13608)  -0.36
O (-0.07937, -1.83050, 0.77107)  -0.27
C (-0.07131, -3.08251, -1.29915)  -0.11
C (0.18286, -1.94528, -2.13985)  -0.12
O (0.45519, -0.80183, -1.75963)  -0.18
C (-0.25369, -4.33395, -1.89692)  -0.02
H (-0.38722, -6.28552, 0.86716)  0.13
H (0.15348, -2.13506, -3.22050)  0.16
H (-0.26601, -4.40093, -2.97485)  0.13
I (-0.84738, 2.21190, -1.27795)  1.25
C (-1.88894, 3.72617, -0.11230)  -0.47
C (-1.88372, 4.92585, -0.78652)  -0.14
C (-2.61482, 6.01185, -0.30314)  -0.03
C (-3.35904, 5.84885, 0.82943)  0.02
C (-3.35256, 4.63337, 1.54388)  -0.13
C (-4.15370, 4.54797, 2.69854)  0.02
C (-4.19530, 3.40498, 3.44292)  -0.02
C (-3.39886, 2.32806, 3.06698)  -0.08
C (-2.60114, 2.34104, 1.93305)  -0.26
P (-1.78663, 0.69170, 1.76961)  0.95
C (-3.15797, -0.43596, 1.34128)  -0.34
C (-4.11660, -0.88199, 2.25009)  -0.07
C (-5.09081, -1.77771, 1.84480)  -0.03
C (-5.12349, -2.24467, 0.54120)  -0.03
C (-4.18592, -1.79627, -0.37421)  -0.05
C (-3.21942, -0.89372, 0.02252)  -0.13
C (-1.24120, 0.34294, 3.46558)  -0.37
C (-1.47286, -0.87455, 4.10096)  -0.10
C (-1.02996, -1.06125, 5.40072)  -0.05
C (-0.33230, -0.06019, 6.05768)  -0.04
C (-0.05971, 1.13514, 5.40737)  -0.05
C (-0.51285, 1.33928, 4.11798)  -0.09
C (-2.57549, 3.50121, 1.10322)  -0.18
H (-1.32953, 5.03700, -1.70736)  0.10
H (-2.60602, 6.94202, -0.84526)  0.13
H (-3.98289, 6.65014, 1.19333)  0.13
H (-4.73061, 5.41206, 2.98444)  0.13
H (-4.82448, 3.33089, 4.31354)  0.13
H (-3.40803, 1.45476, 3.70276)  0.10
H (-4.11637, -0.53742, 3.27275)  0.11
H (-5.82821, -2.11468, 2.55509)  0.12
H (-5.87616, -2.95200, 0.23659)  0.12
H (-4.21218, -2.14400, -1.39455)  0.12
H (-2.52791, -0.51100, -0.72811)  0.05
H (-2.00435, -1.66695, 3.59499)  0.10
H (-1.23787, -1.98983, 5.90777)  0.12
H (-0.00593, -0.21537, 7.07349)  0.12
H (0.49206, 1.91669, 5.90541)  0.12
H (-0.32715, 2.27899, 3.61696)  0.11
C (2.05903, -1.57254, 3.75244)  -0.21
Ge (3.46704, -1.52856, 2.35748)  1.06
C (5.27049, -0.94562, 2.93790)  -0.17
C (3.50856, -2.98843, 1.00863)  -0.17
Ge (2.04831, 0.77974, 0.77514)  0.98
C (2.08430, 2.32588, 2.03484)  -0.36
C (2.71661, 2.30095, 3.27218)  -0.13
C (2.77528, 3.44251, 4.05199)  -0.06
C (2.19413, 4.61879, 3.60491)  -0.04
C (1.55139, 4.64953, 2.37671)  -0.05
C (1.48045, 3.50571, 1.60136)  -0.14
C (3.45654, 0.95227, -0.64291)  -0.34
C (3.18871, 1.94671, -1.58073)  -0.13
C (4.09719, 2.19807, -2.59627)  -0.05
C (5.26755, 1.46311, -2.68430)  -0.04
C (5.54414, 0.48633, -1.74264)  -0.05
C (4.63671, 0.22782, -0.72795)  -0.12
H (2.09221, -2.58206, 4.16071)  0.04
H (1.06281, -1.38708, 3.35918)  -0.02
H (2.28173, -0.86636, 4.54824)  0.03
H (5.66220, -1.80660, 3.48249)  0.05
H (5.25370, -0.09709, 3.61514)  0.03
H (5.94924, -0.73493, 2.11581)  0.03
H (3.68311, -3.89833, 1.58398)  0.05
H (4.33928, -2.86266, 0.31793)  0.03
H (2.58555, -3.10977, 0.45152)  0.01
H (3.17425, 1.38262, 3.61760)  0.07
H (3.29838, 3.42171, 4.99576)  0.12
H (2.23247, 5.50946, 4.21210)  0.12
H (1.11359, 5.56812, 2.01421)  0.12
H (0.97033, 3.53512, 0.64595)  0.04
H (2.27568, 2.52778, -1.52398)  0.06
H (3.88168, 2.96956, -3.32047)  0.12
H (5.96123, 1.64995, -3.48940)  0.12
H (6.46433, -0.07604, -1.79673)  0.12
H (4.86075, -0.54162, 0.00026)  0.05



2.
The following is a DFT calculation (ωB97M-V/def2-TZVPD) of a molecular structure, C44H38Cl3N7O4PS2Y.

Results
- relative energy (zero: lowest compared OMol25 entry of this formula, charge and spin) (eV) = 14.6973
- E_HOMO (eV) = -2.2404
- gap between HOMO and LUMO (eV) = 6.1
- net charge = -2

Last column: Löwdin charge in e.
Positions of all 100 atoms, in Å:
Y (-0.59964, -1.48796, 0.10235)  1.33
N (4.06156, -3.19909, 1.19012)  0.04
C (2.95980, -2.53660, 0.66620)  -0.69
S (1.76949, -1.94156, 1.88963)  0.94
N (2.78438, -2.55171, -0.59374)  0.03
N (1.59924, -2.03624, -1.11668)  -0.06
C (1.66860, -2.00412, -2.39680)  -0.11
C (0.68879, -1.57864, -3.37949)  -0.13
C (1.19903, -1.45668, -4.68325)  -0.08
C (0.43482, -1.06269, -5.75812)  -0.13
C (-0.92046, -0.78886, -5.53384)  -0.12
C (-1.46496, -0.91954, -4.28193)  -0.03
C (-0.69956, -1.32053, -3.14706)  -0.36
O (-1.28391, -1.43168, -2.01507)  -0.18
H (4.43395, -2.75475, 2.01677)  0.05
H (4.76915, -3.35305, 0.48396)  0.08
H (2.61455, -2.33420, -2.82983)  0.11
H (2.25387, -1.66591, -4.82954)  0.10
H (0.87108, -0.96423, -6.74407)  0.08
H (-1.55180, -0.47365, -6.35890)  0.09
H (-2.51476, -0.72124, -4.10087)  0.11
O (-0.42696, -3.74664, -0.48529)  -0.19
C (-1.38515, -4.50881, -0.86736)  -0.38
C (-1.26315, -5.29574, -2.04712)  -0.02
C (-2.27469, -6.11877, -2.48245)  -0.13
C (-3.46865, -6.24486, -1.76032)  -0.15
C (-3.60441, -5.51740, -0.59465)  -0.09
C (-2.60933, -4.64750, -0.13933)  -0.15
C (-2.79804, -3.98271, 1.13689)  -0.10
N (-2.09645, -2.99648, 1.54992)  -0.05
N (-2.34675, -2.62784, 2.87002)  0.06
C (-1.67697, -1.54555, 3.16174)  -0.54
O (-0.97294, -0.84726, 2.35397)  -0.27
C (-1.74040, -1.07828, 4.58282)  -0.13
C (-0.91416, -0.02933, 4.97223)  -0.03
C (-0.93962, 0.43353, 6.28120)  -0.10
C (-1.79619, -0.14409, 7.20780)  -0.12
C (-2.62342, -1.19380, 6.82134)  -0.11
C (-2.59403, -1.66146, 5.51693)  -0.04
H (-0.33948, -5.19681, -2.60522)  0.11
H (-2.14274, -6.68065, -3.40194)  0.09
H (-4.26072, -6.89841, -2.10429)  0.07
H (-4.51110, -5.61040, -0.00245)  0.10
H (-3.56386, -4.38358, 1.80768)  0.11
H (-0.24000, 0.39640, 4.23997)  0.08
H (-0.28081, 1.24346, 6.57204)  0.08
H (-1.81781, 0.21704, 8.22977)  0.09
H (-3.29141, -1.65016, 7.54323)  0.09
H (-3.22290, -2.48126, 5.19676)  0.10
Cl (4.62166, -0.00414, 1.46690)  0.65
C (3.28305, 1.41235, 3.35901)  -0.93
Cl (3.79420, 3.09994, 3.03966)  0.70
Cl (2.32972, 1.37958, 4.81493)  0.61
C (3.14746, 0.34150, 2.44462)  -0.86
N (2.13508, -0.41423, 2.41787)  -0.33
N (0.22122, 0.56341, -0.18697)  -0.32
P (0.98841, 1.78151, -0.67542)  0.72
C (-0.16640, 3.01182, -1.43461)  -0.29
C (-1.38235, 2.49709, -1.87904)  -0.09
C (-2.31994, 3.32922, -2.47804)  -0.09
C (-2.05263, 4.68369, -2.63176)  -0.11
C (-0.84211, 5.20380, -2.18877)  -0.10
C (0.09636, 4.36937, -1.59563)  -0.09
C (1.95461, 2.82072, 0.51533)  -0.30
C (3.39704, 3.02634, 0.33575)  -0.29
C (4.42039, 3.11100, 1.19960)  -0.20
C (2.69909, 4.87891, 2.98715)  -0.08
C (1.59714, 4.57656, 2.30550)  -0.28
C (1.20166, 3.47821, 1.42633)  -0.14
C (2.17802, 1.52153, -2.05859)  -0.26
C (3.26022, 0.67068, -1.83489)  -0.12
C (4.14276, 0.35724, -2.85550)  -0.09
C (3.94864, 0.87982, -4.12854)  -0.11
C (2.86374, 1.70782, -4.37045)  -0.10
C (1.98557, 2.02591, -3.34174)  -0.07
H (-1.57427, 1.43701, -1.72969)  0.09
H (-3.26017, 2.91695, -2.82653)  0.10
H (-2.78572, 5.33484, -3.09436)  0.09
H (-0.63084, 6.26078, -2.30383)  0.09
H (1.03772, 4.77776, -1.24368)  0.11
H (3.73252, 3.14110, -0.69776)  0.08
H (4.78595, 4.04831, 3.14757)  0.00
H (3.61099, 3.25288, 4.42154)  -0.02
H (0.85166, 5.36783, 2.42356)  0.08
H (0.13017, 3.28429, 1.39423)  0.08
H (3.40902, 0.24306, -0.85228)  0.05
H (4.97614, -0.30604, -2.65564)  0.10
H (4.63168, 0.62786, -4.93192)  0.09
H (2.68613, 2.09635, -5.36624)  0.09
H (1.13646, 2.66496, -3.55140)  0.10
C (-2.22093, 1.86992, 1.59222)  -0.25
S (-3.25569, 0.42495, 1.40740)  0.88
C (-4.73457, 1.27217, 0.83793)  -0.25
O (-2.79618, -0.29718, 0.16992)  -0.58
H (-2.25760, 2.47515, 0.68585)  0.05
H (-1.21329, 1.48150, 1.73970)  0.02
H (-2.56620, 2.42249, 2.46824)  0.06
H (-5.09521, 1.93670, 1.62370)  0.05
H (-5.47829, 0.50734, 0.62240)  0.05
H (-4.49314, 1.82960, -0.06731)  0.05



These records have F_max values of 2.6; 0.9 eV/A, in the order they appear.
These records have DFT total energy values of -207908.030; -134426.006 eV, in the order they appear.